2 unconnected molecules or ions with the total composition C3H2ClN2O2S. Source: the OMol25 dataset; level of theory: ωB97M-V with the def2-TZVPD basis set.

Results
charge = -1
E = -1233.88663 a.u.
HOMO level = -2.99 eV
energy relative to the best compared isomer or geometry (same formula, charge and spin) = 92.4 kJ/mol
molar mass = 165.58 g/mol
LUMO = 3.4 eV
F_max = 2.55 eV/Å
HOMO-LUMO gap = 6.35 eV

```
11
Properties=species:S:1:pos:R:3:forces:R:3
C 1.434 -2.492 -0.483 -1.116 -1.072 -0.582
C -0.099 1.429 -0.249 -0.168 0.047 1.205
C 0.136 0.184 0.594 -0.498 -0.692 0.703
N -1.510 1.587 -0.551 -1.815 1.387 -1.132
N -2.315 0.699 -0.238 0.749 1.139 -0.142
O 0.793 -2.759 -1.439 1.061 0.927 1.197
O 2.073 -2.447 0.484 0.103 0.251 -0.439
S -1.548 -0.562 0.565 1.454 -0.987 0.292
Cl 0.376 0.670 2.403 0.067 0.294 0.073
H 0.254 2.452 0.073 -0.116 -1.288 0.246
H 0.405 1.238 -1.161 0.279 -0.007 -1.420
```
Forces are in eV/Å.